a:
The following is a DFT calculation (wB97M-V/def2-TZVPD) of CHF3N2 in the gas phase.

Values from the calculation:
* orbital gap (spin up / spin down): 8.476 / 8.915 eV
* structure (SMILES): F/N=C/N(F)F
* E_HOMO (spin up / spin down): -8.93 / -9.32 eV

ORCA input file:
```
! RIJCOSX wB97M-V def2-TZVPD def2/J DEFGRID3
* xyz 0 1
F -2.045 1.025 0.681
F -0.720 2.623 1.134
F 2.372 0.235 -0.624
N -0.709 1.328 0.751
N 1.727 1.346 -0.152
C 0.209 0.751 -0.002
H 0.231 -0.230 -0.357
*
```

=====

b:
The following is a DFT calculation (wB97M-V/def2-TZVPD) of 2 unconnected molecules or ions with the total composition CHF3N2.

Values from the calculation:
* orbital gap: 9.522 eV
* E_HOMO: -9.41 eV

ORCA input file:
```
! RIJCOSX wB97M-V def2-TZVPD def2/J DEFGRID3
* xyz 0 1
F -1.431 0.846 -1.137
F -1.521 0.827 0.994
F 0.510 -0.932 -1.384
N -1.490 -0.019 -0.098
N 1.197 -0.206 0.765
C 0.524 -0.486 -0.144
H 2.211 -0.030 1.004
*
```

=====

Which structure is the most stable? The one labeled b.

=====

a:
The following is a DFT calculation (wB97M-V/def2-TZVPD) of C3H7P in the gas phase.

Values from the calculation:
* orbital gap: 10.126 eV
* structure (SMILES): C[C@@H]1CP1
* E_HOMO: -8.89 eV

ORCA input file:
```
! RIJCOSX wB97M-V def2-TZVPD def2/J DEFGRID3
* xyz 0 1
P 1.592 -0.621 1.269
C -0.083 0.741 -0.906
C -0.214 -1.027 0.998
C 0.322 -0.575 -0.315
H -1.132 0.701 -1.209
H 0.569 -1.354 -1.021
H 1.344 0.712 1.599
H -0.948 -0.401 1.491
H -0.427 -2.087 1.089
H 0.514 0.972 -1.787
H 0.027 1.549 -0.185
*
```

=====

b:
The following is a DFT calculation (wB97M-V/def2-TZVPD) of 3 unconnected molecules or ions with the total composition C3H7P.

Values from the calculation:
* orbital gap (spin up / spin down): 8.011 / 8.010 eV
* E_HOMO (spin up / spin down): -8.20 / -8.20 eV

ORCA input file:
```
! RIJCOSX wB97M-V def2-TZVPD def2/J DEFGRID3
* xyz 0 1
P 1.212 -0.068 -0.262
C -0.560 0.992 -1.112
C -0.217 -0.363 -1.360
C 0.931 0.237 1.426
H 0.137 -0.599 -2.359
H 0.135 0.853 1.903
H -0.658 1.649 -1.989
H -1.116 -1.997 1.356
H -0.738 1.344 -0.070
H 1.937 0.188 1.972
H -1.064 -2.236 0.493
*
```

=====

Which structure is the most stable? The one labeled a.

=====

a:
The following is a DFT calculation (wB97M-V/def2-TZVPD) of a molecular structure, C4H15NO2S.

Values from the calculation:
* orbital gap: 7.561 eV
* E_HOMO: -7.51 eV

ORCA input file:
```
! RIJCOSX wB97M-V def2-TZVPD def2/J DEFGRID3
* xyz 0 1
S -1.595 -0.337 -1.713
O 1.910 1.066 -2.501
O 3.411 1.073 0.049
N 0.779 0.254 1.091
C 0.280 -1.120 1.277
C -2.269 1.290 -0.948
C -1.209 -1.303 1.458
C -2.027 -1.378 0.187
H -1.505 -0.561 2.159
H -1.120 -1.359 -0.743
H 0.957 0.708 2.003
H 3.630 1.098 -0.939
H 4.236 0.818 0.458
H 0.799 -1.421 2.149
H 1.364 1.722 -2.909
H 1.299 0.632 -1.789
H -2.635 -2.301 0.134
H -1.799 1.686 -0.050
H -2.301 2.064 -1.730
H -3.260 1.004 -0.546
H 0.635 -1.621 0.378
H -1.261 -2.319 1.903
H 1.683 0.305 0.620
*
```

=====

b:
The following is a DFT calculation (wB97M-V/def2-TZVPD) of 3 unconnected molecules or ions with the total composition C4H15NO2S.

Values from the calculation:
* orbital gap: 9.195 eV
* structure (SMILES): C[C@@H](N)CCS.O.O
* E_HOMO: -8.85 eV

ORCA input file:
```
! RIJCOSX wB97M-V def2-TZVPD def2/J DEFGRID3
* xyz 0 1
S 0.272 -1.802 1.686
O 0.601 -1.184 -2.385
O 3.142 1.274 0.996
N -0.604 2.134 -0.887
C -1.334 0.345 0.609
C -0.089 0.009 1.436
C -1.022 0.668 -0.887
C -2.113 0.405 -1.916
H -2.481 -0.764 -2.227
H -1.898 1.223 1.087
H 3.025 1.504 1.877
H 0.457 2.107 -0.782
H -1.991 0.821 -2.928
H 1.508 -1.526 1.992
H -0.006 0.250 -1.295
H -0.093 -1.798 -2.223
H -0.721 2.608 -1.818
H -0.268 0.497 2.531
H -2.031 -0.444 0.585
H 0.823 0.458 0.844
H -3.050 0.896 -1.860
H 2.683 0.317 1.013
H 1.319 -1.540 -1.899
*
```

=====

Which structure is the most stable? The one labeled b.

=====

a:
The following is a DFT calculation (wB97M-V/def2-TZVPD) of a gas-phase ion, C10H13N2OS (charge +1).

Values from the calculation:
* orbital gap: 8.475 eV
* E_HOMO: -12.49 eV

ORCA input file:
```
! RIJCOSX wB97M-V def2-TZVPD def2/J DEFGRID3
* xyz 1 1
S 1.046 -1.904 0.782
O -1.538 -2.437 1.003
N 2.855 -0.501 -0.586
N 1.127 0.744 0.348
C 1.766 2.095 0.102
C -0.913 -1.520 0.681
C -4.625 -0.247 -1.200
C -0.590 1.534 1.963
C -1.192 -0.119 0.326
C 1.836 -0.462 0.175
C 3.455 -1.826 -0.924
C -0.169 0.757 0.956
C -3.403 -0.549 -0.732
C -2.354 0.351 -0.196
H 1.255 2.809 0.639
H 3.359 -2.545 -0.160
H -5.154 0.693 -0.936
H -3.047 -1.543 -0.792
H 1.675 2.453 -0.882
H -5.127 -0.956 -1.778
H -1.652 1.302 2.355
H 4.549 -1.807 -0.977
H 0.061 2.085 2.567
H 3.250 0.293 -1.130
H 3.238 -2.232 -1.900
H -2.459 1.447 -0.146
H 2.748 2.085 0.442
*
```

=====

b:
The following is a DFT calculation (wB97M-V/def2-TZVPD) of a gas-phase ion, C10H13N2OS (charge +1).

Values from the calculation:
* orbital gap: 8.631 eV
* structure (SMILES): C/[NH+]=C(\NC(=O)CS)c1ccccc1
* E_HOMO: -12.73 eV

ORCA input file:
```
! RIJCOSX wB97M-V def2-TZVPD def2/J DEFGRID3
* xyz 1 1
S 2.751 0.771 -3.350
O 3.009 -0.305 0.109
N 0.944 0.552 -0.357
N 0.468 -0.158 1.857
C -3.147 -1.751 0.328
C 0.139 0.037 0.609
C 1.663 0.139 2.607
C -3.827 -0.948 -0.576
C -1.928 0.513 -0.717
C -3.217 0.185 -1.093
C -1.237 -0.284 0.202
C 2.899 1.370 -1.601
C -1.866 -1.420 0.724
C 2.350 0.449 -0.546
H -1.332 -2.079 1.393
H 2.481 0.466 1.977
H 3.961 1.519 -1.406
H -3.745 0.818 -1.787
H 1.979 -0.754 3.147
H 3.599 -0.248 -3.240
H -3.615 -2.637 0.726
H 1.436 0.921 3.334
H -1.485 1.422 -1.099
H -4.831 -1.204 -0.878
H -0.281 -0.536 2.431
H 0.449 0.831 -1.201
H 2.381 2.330 -1.594
*
```

=====

Which structure is the most stable? The one labeled b.

=====

a:
The following is a DFT calculation (wB97M-V/def2-TZVPD) of C21H27N3O2S in the gas phase.

Values from the calculation:
* orbital gap: 8.442 eV
* structure (SMILES): COCCNC(=S)N(CCc1c(C)[nH]c2ccc(C)cc12)Cc1ccco1
* E_HOMO: -7.74 eV

ORCA input file:
```
! RIJCOSX wB97M-V def2-TZVPD def2/J DEFGRID3
* xyz 0 1
S 2.352 0.276 2.630
O 5.151 -0.639 -1.318
O 0.086 -3.382 1.101
N 0.902 -0.520 0.571
N 2.915 0.518 0.074
N -2.001 2.603 1.275
C -0.693 -4.408 0.726
C 0.413 3.146 1.114
C -3.071 0.212 -1.127
C 4.276 0.873 0.401
C -4.294 1.634 0.985
C -0.954 1.516 -0.374
C -5.002 0.736 0.217
C -1.971 -3.992 0.519
C -0.796 2.423 0.641
C 2.043 0.056 1.009
C -1.973 -2.601 0.786
C -2.950 1.813 0.691
C 5.882 0.194 -2.184
C 5.226 -0.278 0.046
C -0.091 -0.976 1.533
C 0.105 0.956 -1.266
C -5.241 -0.937 -1.631
C -4.406 0.024 -0.835
C -2.324 1.108 -0.363
C -0.694 -2.279 1.139
C 0.486 -0.468 -0.815
H -2.805 -1.929 0.723
H -4.624 -1.514 -2.315
H 6.255 -0.015 0.323
H -0.894 -0.238 1.633
H -2.804 -4.591 0.216
H 0.984 1.601 -1.245
H 0.423 -1.072 2.495
H 0.912 2.583 1.905
H 2.833 0.134 -0.858
H 4.926 -1.172 0.600
H 5.480 1.213 -2.216
H -0.391 -1.111 -0.904
H -0.229 -5.371 0.643
H -5.988 -0.397 -2.213
H 6.937 0.240 -1.890
H -4.766 2.175 1.792
H -6.049 0.570 0.425
H -5.768 -1.625 -0.971
H 5.803 -0.252 -3.174
H 4.542 1.776 -0.157
H -2.609 -0.332 -1.939
H 0.144 4.123 1.511
H 1.124 3.282 0.302
H 1.265 -0.881 -1.466
H 4.331 1.083 1.471
H -0.261 0.900 -2.293
H -2.149 3.216 2.059
*
```

=====

b:
The following is a DFT calculation (wB97M-V/def2-TZVPD) of C21H27N3O2S in the gas phase.

Values from the calculation:
* orbital gap: 7.802 eV
* structure (SMILES): CCCCN(CC)CCNC(=O)c1cc2c(=O)n(C)c3ccccc3c2s1
* E_HOMO: -8.09 eV

ORCA input file:
```
! RIJCOSX wB97M-V def2-TZVPD def2/J DEFGRID3
* xyz 0 1
S 1.991 -0.542 0.904
O 4.869 3.080 -0.804
O -0.488 2.519 0.554
N 5.919 1.089 -0.483
N -4.437 0.525 0.472
N -0.823 0.440 1.384
C -4.241 2.962 0.133
C 7.082 -1.014 -0.160
C -4.874 1.652 -0.328
C 3.579 1.280 0.010
C -4.893 -1.916 -1.585
C -3.043 0.177 0.328
C -2.241 0.619 1.572
C 4.732 -0.858 0.348
C -4.402 -3.212 -0.951
C -0.061 1.412 0.827
C -5.920 -1.177 -0.726
C 7.066 -2.339 0.221
C -5.383 -0.563 0.583
C 5.919 -0.237 -0.107
C 7.150 1.701 -0.942
C 2.314 1.899 0.129
C 4.739 -2.203 0.729
C 4.799 1.917 -0.457
C 1.351 1.055 0.599
C 5.895 -2.942 0.667
C 3.565 -0.048 0.392
H -0.444 -0.488 1.486
H 7.910 1.673 -0.161
H 2.125 2.927 -0.121
H -4.448 3.123 1.188
H -4.924 -1.341 1.196
H -6.247 -0.181 1.139
H -4.653 1.506 -1.400
H 7.979 -2.913 0.169
H 7.519 1.203 -1.839
H -2.914 -0.902 0.206
H -3.165 2.962 -0.018
H -5.958 1.730 -0.215
H -4.047 -1.260 -1.796
H -5.362 -2.157 -2.544
H 5.897 -3.980 0.962
H -3.899 -3.028 -0.004
H -2.604 0.670 -0.549
H -6.366 -0.380 -1.324
H -2.565 0.051 2.446
H 8.010 -0.585 -0.500
H -5.239 -3.882 -0.764
H 3.813 -2.642 1.071
H -4.664 3.788 -0.434
H -6.720 -1.872 -0.459
H 6.918 2.739 -1.179
H -2.414 1.680 1.751
H -3.701 -3.716 -1.613
*
```

=====

Which structure is the most stable? The one labeled b.